The following is a DFT calculation (the ωB97M-V functional and the def2-TZVPD basis) of a 3-piece molecular cluster, C20H43BN4O11 overall at a distorted geometry.

The geometry in XYZ format:
```
79
C20H43BN4O11, DFT the ωB97M-V functional and the def2-TZVPD basis
C -0.431 4.106 5.284
C -0.275 5.207 4.084
O -1.551 5.782 3.691
B -2.151 5.106 2.578
O -3.613 5.089 2.547
O -1.454 4.491 1.462
C -1.661 3.075 1.412
O -2.798 2.519 1.317
N -0.431 2.195 1.419
C -0.491 1.343 2.650
C 0.712 0.298 2.802
O 2.032 0.900 2.852
C 3.069 -0.070 2.805
C 4.581 0.350 2.397
O 2.868 -1.274 3.118
O 0.620 3.084 1.442
C 1.523 2.819 0.339
N 2.433 2.450 -0.376
H -0.455 4.605 6.311
H 0.492 3.413 5.178
H -1.354 3.436 5.082
H 0.373 4.829 3.218
H 0.330 6.073 4.568
H -3.963 4.558 3.296
H -0.651 2.030 3.554
H -1.460 0.712 2.558
H 0.627 -0.559 2.024
H 0.556 -0.228 3.826
H 5.056 0.753 3.377
H 5.182 -0.598 2.124
H 4.623 1.132 1.566
C -0.647 2.536 -1.838
O -1.568 1.469 -1.713
C -2.889 1.905 -1.408
C -3.822 1.742 -2.610
N -3.509 2.698 -3.674
C -4.150 2.407 -4.955
C -3.833 1.061 -5.630
O -2.494 0.938 -6.099
C -1.547 0.578 -5.107
H 0.357 2.116 -1.838
H -0.788 3.070 -2.782
H -0.733 3.234 -0.997
H -2.903 2.927 -1.018
H -3.246 1.247 -0.610
H -4.856 1.894 -2.287
H -3.722 0.711 -2.963
H -2.506 2.718 -3.817
H -3.842 3.202 -5.644
H -5.234 2.500 -4.836
H -4.462 0.995 -6.524
H -4.109 0.200 -5.011
H -1.967 -0.095 -4.353
H -1.136 1.473 -4.637
H -0.717 0.065 -5.598
C 2.280 -5.363 -2.873
O 3.151 -5.834 -1.855
C 3.996 -4.820 -1.306
C 3.559 -4.445 0.112
N 2.292 -3.713 0.114
C 1.669 -3.590 1.431
C 1.294 -4.884 2.174
O 0.233 -5.623 1.573
C 0.625 -6.449 0.489
H 1.850 -6.228 -3.377
H 1.460 -4.780 -2.446
H 2.821 -4.762 -3.612
H 4.062 -3.941 -1.957
H 4.998 -5.258 -1.248
H 4.331 -3.824 0.575
H 3.480 -5.375 0.685
H 1.639 -4.179 -0.506
H 0.747 -3.013 1.285
H 2.316 -2.985 2.072
H 0.920 -4.589 3.160
H 2.158 -5.529 2.366
H 1.628 -6.866 0.622
H 0.561 -5.893 -0.448
H -0.083 -7.277 0.418
```

Calculated values
LUMO level: 0.15 eV
F_max: 6.57 eV/Å
Structure (SMILES): CCOB(O)OC(=O)N(CCOC(C)=O)OC#N.COCCNCCOC.COCCNCCOC
Total energy: -50590.743 eV
Kohn-Sham gap: 8.64 eV
E_HOMO: -0.312 Eh